(1)
The following is a quantum chemistry calculation of 2 unconnected molecules or ions with the total composition C7H10N at a distorted geometry, from the Open Molecules 2025 dataset.

CARTESIAN COORDINATES (ANGSTROEM)
N (0.95, -0.12, -0.86)
C (-1.70, -0.47, 2.17)
C (1.75, -0.38, -2.81)
C (2.38, 0.06, -1.63)
C (0.40, -0.42, -2.21)
C (1.52, 1.11, -0.97)
C (-2.29, 0.80, 2.68)
C (-2.78, -0.63, 2.90)
H (-0.45, 0.16, -2.51)
H (-2.74, 1.36, 1.80)
H (-1.04, -0.73, 1.33)
H (-3.45, -1.38, 3.30)
H (2.11, 1.56, -0.18)
H (2.19, -0.96, -3.58)
H (1.05, 1.82, -1.56)
H (-1.86, 1.49, 3.46)
H (3.31, -0.18, -1.16)
H (0.02, -1.52, -2.21)

Computed properties:
- ΔE to the lowest compared entry with this formula, charge and spin: 7.015 eV
- Multiplicity: 1
- Frontier orbital gap: 4.69 eV
- Total energy: -326.943217 Eh
- Net charge: +1
- Largest force on an atom: 2.87 eV/Å



(2)
The following is a quantum chemistry calculation of a molecular structure, C38H47N5O2SSeSiTa at a distorted geometry, from the Open Molecules 2025 dataset.

CARTESIAN COORDINATES (ANGSTROEM)
Ta (0.45, 0.51, 0.36)
Se (2.74, 0.92, -0.09)
S (0.20, 3.68, -1.17)
Si (5.61, 1.47, 0.10)
O (-0.17, 2.18, -1.03)
O (0.25, -0.27, 2.60)
N (0.25, 0.02, 4.82)
N (-1.21, -1.68, -0.08)
N (1.26, -2.04, 0.96)
N (0.25, -0.51, -2.17)
N (-2.22, 0.85, 0.85)
C (2.80, 4.06, -2.91)
C (4.03, 3.82, -3.49)
C (0.23, 0.50, 3.59)
C (0.31, -2.87, 1.42)
C (-4.37, -0.17, 1.04)
C (2.95, 2.76, -5.35)
C (-2.40, 4.32, -1.95)
C (2.53, -2.40, 1.11)
C (-1.12, -2.47, 1.15)
C (5.96, 1.36, -1.76)
C (1.63, 3.67, -3.55)
C (-4.85, 0.92, 1.76)
C (0.61, -4.05, 2.08)
C (-3.73, 5.08, -3.81)
C (-4.00, 1.99, 1.98)
C (-2.58, -1.25, -0.33)
C (-3.85, 2.79, -3.12)
C (4.11, 3.16, -4.71)
C (-0.67, -2.10, -3.70)
C (-4.24, 3.80, -3.97)
C (0.14, 1.99, 3.37)
C (-0.22, -1.35, -4.78)
C (-2.93, 3.04, -2.11)
C (0.29, 3.99, -2.97)
C (0.49, -0.20, -4.52)
C (-2.81, 5.34, -2.81)
C (2.92, -3.56, 1.75)
C (0.70, 0.19, -3.21)
C (0.57, 2.35, 1.95)
C (1.94, -4.40, 2.26)
C (5.98, -0.02, 1.22)
C (5.47, 3.18, 0.90)
C (1.71, 3.02, -4.78)
C (-1.38, 4.59, -0.90)
C (-2.70, 1.90, 1.52)
C (-3.06, -0.16, 0.59)
C (-0.40, -1.66, -2.42)
C (-0.78, -2.50, -1.23)
H (6.43, 3.70, 0.88)
H (6.13, 0.33, -2.07)
H (7.00, 0.01, 1.60)
H (-0.42, -1.68, -5.79)
H (1.27, 1.08, -2.98)
H (-1.74, -3.38, 1.09)
H (1.61, 2.69, 1.99)
H (0.31, -0.98, 4.97)
H (0.08, 5.06, -3.08)
H (-3.27, -2.10, -0.26)
H (0.73, 2.52, 4.12)
H (-1.09, 5.64, -0.88)
H (-0.19, -4.69, 2.43)
H (0.89, 0.40, -5.33)
H (-2.01, 2.71, 1.66)
H (5.15, 3.12, 1.93)
H (5.30, -0.04, 2.07)
H (-4.33, 2.88, 2.48)
H (-1.20, -3.03, -3.85)
H (-2.63, 2.25, -1.44)
H (5.12, 1.75, -2.33)
H (4.75, 3.80, 0.36)
H (2.74, 4.59, -1.97)
H (-2.43, 6.34, -2.68)
H (5.87, -0.96, 0.68)
H (-4.26, 1.80, -3.23)
H (3.00, 2.25, -6.30)
H (3.26, -1.71, 0.69)
H (-1.50, -1.86, 1.98)
H (-5.87, 0.93, 2.12)
H (2.20, -5.31, 2.77)
H (-1.73, 4.31, 0.10)
H (4.92, 4.18, -3.01)
H (3.97, -3.81, 1.83)
H (-4.06, 5.88, -4.45)
H (-2.63, -0.86, -1.35)
H (-0.51, 3.43, -3.45)
H (5.07, 2.98, -5.16)
H (-5.01, -1.01, 0.82)
H (0.22, 0.61, 5.63)
H (-0.01, 3.19, 1.57)
H (-1.56, -3.22, -1.50)
H (6.84, 1.94, -2.03)
H (0.11, -3.08, -0.95)
H (0.80, 2.76, -5.30)
H (-0.91, 2.25, 3.55)
H (-4.95, 3.60, -4.76)

Computed properties:
- ΔE to the lowest compared entry with this formula, charge and spin: 2.363 eV
- Multiplicity: 1
- Frontier orbital gap: 6.94 eV
- Total energy: -5045.872259 Eh
- Net charge: +3
- Largest force on an atom: 1.98 eV/Å



(3)
The following is a quantum chemistry calculation of 2 unconnected molecules or ions with the total composition C2H5ClS2 at a distorted geometry, from the Open Molecules 2025 dataset.

CARTESIAN COORDINATES (ANGSTROEM)
Cl (-1.73, 0.90, -1.44)
S (0.11, 1.04, 2.44)
S (-2.03, -1.13, 0.80)
C (0.29, -0.40, -0.33)
C (-1.08, -0.26, -0.26)
H (0.65, -1.21, 0.31)
H (0.97, 0.27, -0.81)
H (-3.08, -1.50, -0.03)
H (-0.03, 1.56, 3.66)
H (-0.29, 1.84, 1.48)

Computed properties:
- SMILES string: C=C(S)Cl.S
- ΔE to the lowest compared entry with this formula, charge and spin: 1.846 eV
- Multiplicity: 1
- Frontier orbital gap: 9.58 eV
- Total energy: -1335.706355 Eh
- Largest force on an atom: 5.34 eV/Å



(4)
The following is a quantum chemistry calculation of a molecular structure, C4H6O at a distorted geometry, from the Open Molecules 2025 dataset.

CARTESIAN COORDINATES (ANGSTROEM)
O (2.37, -0.04, 0.24)
C (0.05, -1.10, -0.25)
C (1.17, -0.01, -0.10)
C (-1.00, -0.03, 0.40)
C (0.12, 1.16, -0.19)
H (-0.13, -1.26, -1.49)
H (-2.28, -0.13, -0.07)
H (-0.89, -0.25, 1.79)
H (-0.17, 1.53, -1.21)
H (0.28, 2.11, 0.49)
H (0.47, -1.98, 0.39)

Computed properties:
- ΔE to the lowest compared entry with this formula, charge and spin: 3.578 eV
- Multiplicity: 1
- Frontier orbital gap: 10.26 eV
- Total energy: -231.092214 Eh
- Largest force on an atom: 4.82 eV/Å



(5)
The following is a quantum chemistry calculation of a molecular structure, C25H20F5N6OPPd at a distorted geometry, from the Open Molecules 2025 dataset.

CARTESIAN COORDINATES (ANGSTROEM)
Pd (0.01, -0.21, -0.93)
P (-1.39, 1.53, 1.74)
F (6.51, -0.80, -1.23)
F (4.71, 0.66, -2.60)
F (0.70, -2.62, 0.40)
F (3.12, -3.28, 0.79)
F (5.71, -2.73, 0.52)
O (2.03, 0.29, -2.14)
N (1.10, 1.26, 0.61)
N (-2.65, 3.08, -0.25)
N (1.12, 2.68, 2.28)
N (-1.91, -0.85, 0.42)
N (-1.27, 1.59, -1.08)
N (-2.09, -1.02, 2.61)
C (0.20, -2.40, -1.88)
C (-1.49, -3.22, -3.98)
C (-2.60, -2.17, 2.08)
C (5.21, -1.06, -1.09)
C (0.34, -1.87, -3.17)
C (2.28, 1.93, 0.57)
C (0.78, 3.33, 3.54)
C (-1.66, -0.25, 1.57)
C (0.42, 1.70, 1.64)
C (-1.77, 2.33, -2.11)
C (-2.64, 3.26, -1.60)
C (2.31, 2.81, 1.62)
C (1.04, -1.97, -0.75)
C (2.89, -0.52, -1.63)
C (-3.49, 3.83, 0.68)
C (-1.81, 2.04, 0.03)
C (-0.77, -3.40, -1.70)
C (4.28, -0.33, -1.79)
C (-1.85, -0.76, 4.02)
C (-2.50, -2.05, 0.73)
C (4.80, -2.04, -0.19)
C (2.49, -1.61, -0.80)
C (-0.51, -2.27, -4.20)
C (-1.60, -3.80, -2.72)
C (3.45, -2.29, -0.06)
H (-0.80, -0.87, 4.27)
H (-2.33, -4.58, -2.55)
H (-3.25, 4.01, -2.08)
H (1.22, 4.32, 3.56)
H (1.15, 2.76, 4.39)
H (-0.30, 3.43, 3.62)
H (-4.53, 3.77, 0.36)
H (-2.99, -2.96, 2.70)
H (-2.14, -3.53, -4.79)
H (-1.49, 2.15, -3.13)
H (3.07, 3.51, 1.95)
H (3.00, 1.75, -0.20)
H (1.12, -1.15, -3.37)
H (-0.83, -3.89, -0.73)
H (-3.18, 4.87, 0.71)
H (-0.39, -1.83, -5.18)
H (-2.43, -1.47, 4.61)
H (-2.17, 0.25, 4.27)
H (-3.40, 3.40, 1.67)
H (-2.82, -2.73, -0.04)

Computed properties:
- ΔE to the lowest compared entry with this formula, charge and spin: 0.000 eV
- Multiplicity: 1
- Frontier orbital gap: 6.67 eV
- Total energy: -2336.965134 Eh
- Largest force on an atom: 2.03 eV/Å



(6)
The following is a quantum chemistry calculation of a molecular structure, C7H13F6I2MgN6O4S2 at a distorted geometry, from the Open Molecules 2025 dataset.

CARTESIAN COORDINATES (ANGSTROEM)
I (3.71, -0.38, -0.49)
I (3.10, -2.13, 2.64)
S (-0.58, 2.53, -0.71)
S (0.70, 1.46, -2.89)
Mg (0.88, 0.34, -0.51)
F (3.26, 1.99, -3.03)
F (-1.04, 4.29, -2.64)
F (-2.71, 2.96, -2.23)
F (-2.22, 4.55, -0.85)
F (2.35, 1.20, -4.83)
F (1.99, 3.26, -4.23)
O (-1.16, 1.18, -0.68)
O (1.02, 0.07, -2.50)
O (-0.37, 3.21, 0.53)
O (-0.45, 1.70, -3.68)
N (1.02, 0.73, 1.50)
N (-1.81, -2.44, 1.01)
N (-0.11, 0.94, 3.54)
N (0.11, -1.49, 0.05)
N (0.83, 2.36, -1.51)
N (-0.74, -0.71, 2.09)
C (-2.68, -2.61, 2.17)
C (-1.73, 3.67, -1.70)
C (-2.08, -3.23, -0.19)
C (0.11, 0.36, 2.33)
C (4.05, -2.04, 0.76)
C (2.20, 2.03, -3.81)
C (-0.79, -1.56, 0.98)
H (5.12, -2.01, 0.93)
H (-3.35, -1.76, 2.31)
H (-2.11, -2.79, 3.08)
H (-1.40, -4.07, -0.29)
H (-0.04, -2.20, -0.65)
H (-2.02, -2.60, -1.08)
H (3.76, -2.90, 0.17)
H (-1.47, -0.84, 2.77)
H (0.36, 1.80, 3.76)
H (1.55, 1.52, 1.86)
H (-3.30, -3.49, 2.01)
H (-3.10, -3.61, -0.13)
H (-0.86, 0.66, 4.14)

Computed properties:
- ΔE to the lowest compared entry with this formula, charge and spin: 0.687 eV
- Multiplicity: 1
- Frontier orbital gap: 9.49 eV
- Total energy: -3095.004417 Eh
- Net charge: +1
- Largest force on an atom: 1.41 eV/Å



| no. | HOMO (eV) |
| --- | --- |
| 1 | -11.517 |
| 2 | -15.642 |
| 3 | -8.997 |
| 4 | -9.676 |
| 5 | -6.526 |
| 6 | -12.383 |